Formula: C6H6ClN
Source: the OMol25 dataset
Level of theory: wB97M-V/def2-TZVPD

- highest occupied orbital energy (eV) = -9.439
- maximum force (eV Å⁻¹) = 7.4
- ΔE to the lowest compared entry with this formula, charge and spin (eV) = 3.624
- E_tot (eV) = -20328.36576

Each line ends with the Löwdin charge.
CARTESIAN COORDINATES (ANGSTROEM)
C1 1.0414 1.7558 -0.0445  -0.111
C2 1.6700 0.3299 0.0145  -0.156
C3 0.9208 -0.8284 -0.2300  -0.560
C4 -0.4724 -1.2029 -0.3432  -0.165
C5 -1.4752 -0.4396 0.2695  -0.073
C6 -2.8512 -0.8882 0.0613  -0.198
H1 1.2106 1.9915 1.1641  0.147
H2 1.5317 2.3931 -0.7456  0.042
H3 -0.0209 1.8243 -0.4352  0.075
H4 2.7886 0.3773 0.4608  0.152
H5 -0.7621 -2.0457 -1.0755  0.142
H6 -1.3173 0.4675 0.7532  0.071
N1 -4.0200 -1.2547 0.0351  0.120
Cl1 1.7558 -2.4800 0.1154  0.515